The following is a quantum chemistry calculation of a structure of composition C7H12, from the Open Molecules 2025 dataset.

As for the charge: 0. For the highest occupied orbital energy, the calculation gives -7.6449 eV. The relative energy (zero: lowest compared OMol25 entry of this formula, charge and spin) comes out at 472.3 kJ/mol. For the LUMO energy, the calculation gives 0.88 eV. The spin multiplicity is 1.

Each line ends with the Löwdin charge.
CARTESIAN COORDINATES (ANGSTROEM)
C 2.487883 0.317408 -0.833687  -0.11
C 1.191189 -0.483929 -0.757759  -0.24
C 0.303873 -0.122122 0.420303  -0.20
C -1.052819 1.513373 0.871001  0.06
C -1.953798 0.289040 0.912744  -0.33
C -2.113072 -0.377035 -0.413237  -0.09
C -1.030435 -0.831469 0.534854  -0.25
H 3.096889 -0.003279 -1.685198  0.07
H 3.087607 0.191508 0.075136  0.07
H 2.286079 1.387949 -0.954265  0.08
H 0.617061 -0.368516 -1.684813  0.11
H 1.416362 -1.557394 -0.667971  0.12
H 0.855596 -0.134469 1.362949  0.13
H -0.008546 1.063030 0.183598  0.06
H -0.621937 1.638765 1.882109  0.04
H -2.711761 0.208643 1.687828  0.13
H -2.937912 -1.072299 -0.542649  0.10
H -1.848885 0.193444 -1.302290  0.11
H -1.063372 -1.852645 0.911354  0.13

Cartesian forces, eV/Å:
0.05 0.05 0.00
-0.05 0.03 -0.06
0.04 -0.23 0.09
-0.04 -0.19 0.19
-0.08 0.07 0.08
-0.09 0.01 -0.16
0.12 -0.13 0.06
-0.09 0.05 0.14
-0.09 0.01 -0.12
0.00 -0.15 0.03
0.07 -0.02 0.10
-0.05 0.12 0.00
-0.09 0.05 -0.12
0.06 0.08 -0.07
-0.01 0.00 -0.17
0.12 0.04 -0.14
0.14 0.10 0.04
-0.02 -0.07 0.15
0.01 0.16 -0.04